ORCA calculation (ωB97M-V with the def2-TZVPD basis set) on a structure of composition C30H66AsF6N2O18PdS6.

As for the HOMO energy (spin up / spin down): -10.43 / -10.43 eV. The calculation puts the HOMO-LUMO gap (spin up / spin down) at 0.3307 / 0.2363 Eh. As for the expectation value of S²: 2.003. The multiplicity is 3. Its net charge is +1.

Last column: Löwdin spin population.
Positions of all 130 atoms, in Å:
Pd -2.377 0.371 -2.041  1.57
As -0.423 -1.164 1.150  0.00
F -1.560 -1.163 2.434  0.00
F 0.927 -1.324 2.152  0.00
F 0.685 -1.088 -0.324  0.00
F -1.732 -0.907 0.040  0.02
F -0.301 0.575 1.304  0.00
F -0.566 -2.862 0.928  0.00
C 5.185 -0.433 4.504  0.00
C 6.404 -0.182 3.680  0.00
N 6.506 1.047 2.880  0.00
C 7.017 0.870 1.559  0.00
C 6.334 -0.104 0.676  0.00
C 7.268 2.069 3.547  0.00
C 6.887 2.404 5.018  0.00
H 4.975 0.465 5.109  0.00
H 5.133 -1.318 5.164  0.00
H 4.372 -0.542 3.739  0.00
H 7.276 -0.205 4.307  0.00
H 6.604 -1.075 3.045  0.00
H 7.109 1.878 1.131  0.00
H 8.101 0.583 1.554  0.00
H 6.633 0.058 -0.320  0.00
H 6.428 -1.152 0.957  0.00
H 5.251 0.053 0.798  0.00
H 7.204 3.056 3.020  0.00
H 8.351 1.791 3.564  0.00
H 6.958 1.546 5.670  0.00
H 5.852 2.766 5.180  0.00
H 7.550 3.179 5.347  0.00
C -1.956 3.930 -3.109  0.00
C -2.103 2.788 -4.066  0.02
N -2.926 1.671 -3.741  0.15
C -2.909 0.814 -4.957  0.01
C -3.869 -0.302 -4.956  0.00
C -4.348 1.945 -3.475  0.01
C -5.032 2.789 -4.551  0.01
H -1.398 3.652 -2.226  0.00
H -2.924 4.358 -2.632  0.00
H -1.437 4.775 -3.578  0.00
H -2.484 3.186 -5.014  0.01
H -1.078 2.516 -4.389  0.00
H -3.117 1.392 -5.873  0.00
H -1.908 0.424 -5.094  0.00
H -4.920 0.021 -5.219  0.00
H -3.472 -0.879 -5.790  0.00
H -3.980 -0.975 -4.125  0.00
H -4.515 2.481 -2.533  0.00
H -4.800 0.984 -3.378  0.00
H -5.383 2.262 -5.453  0.00
H -4.422 3.588 -4.962  0.00
H -5.912 3.252 -4.127  0.00
C -0.736 -5.058 -3.942  0.00
C 0.298 -4.149 -3.245  0.00
C -0.333 -3.700 -1.933  0.00
S -1.960 -3.163 -2.452  0.01
O -1.978 -1.748 -2.998  0.04
O -2.927 -3.457 -1.464  0.00
C -2.041 -4.235 -3.941  0.00
H -0.885 -5.976 -3.388  0.00
H -0.366 -5.319 -4.952  0.00
H 0.611 -3.275 -3.846  0.00
H 1.310 -4.548 -3.025  0.00
H 0.229 -2.952 -1.441  0.00
H -0.595 -4.513 -1.239  0.00
H -1.944 -3.533 -4.785  0.00
H -2.960 -4.795 -3.874  0.00
C -3.159 3.810 2.718  0.00
C -3.087 2.351 3.158  0.00
C -3.545 1.512 1.947  0.00
S -3.422 2.556 0.487  0.01
O -4.810 2.864 0.098  0.00
O -2.547 2.113 -0.565  0.04
C -2.717 4.018 1.295  0.01
H -2.466 4.420 3.324  0.00
H -4.171 4.238 2.821  0.00
H -3.620 2.075 4.060  0.00
H -2.016 2.001 3.292  0.00
H -4.558 1.235 1.932  0.00
H -2.917 0.611 1.791  0.00
H -3.293 4.867 0.958  0.00
H -1.635 4.151 1.178  0.00
C -6.156 -1.648 1.391  0.00
C -7.306 -0.755 0.850  0.00
C -6.793 -0.006 -0.386  0.00
S -5.364 -0.889 -0.972  0.01
O -4.142 -0.143 -0.685  0.04
O -5.586 -1.251 -2.339  0.00
C -5.409 -2.223 0.134  0.00
H -6.642 -2.492 1.950  0.00
H -5.483 -1.065 1.965  0.00
H -7.696 0.000 1.603  0.00
H -8.133 -1.456 0.520  0.00
H -6.421 1.013 -0.225  0.00
H -7.494 -0.048 -1.186  0.00
H -4.355 -2.611 0.345  0.00
H -5.906 -3.036 -0.341  0.00
C 3.360 -5.034 2.921  0.00
C 3.382 -6.572 2.956  0.00
O 3.857 -6.995 1.644  0.00
S 4.336 -5.723 0.762  0.00
O 3.258 -5.390 -0.154  0.00
O 5.708 -5.971 0.287  0.00
O 4.450 -4.704 1.966  0.00
H 3.669 -4.672 3.911  0.00
H 2.405 -4.580 2.627  0.00
H 2.451 -7.083 3.262  0.00
H 4.158 -6.885 3.716  0.00
C 2.966 1.937 -1.760  0.00
C 2.683 0.623 -1.130  0.00
O 2.183 -0.035 -2.381  0.00
S 1.162 0.880 -3.043  0.00
O -0.203 0.573 -2.578  0.04
O 1.449 0.781 -4.461  0.00
O 1.710 2.230 -2.455  0.00
H 3.802 1.804 -2.448  0.00
H 3.103 2.817 -1.076  0.00
H 1.928 0.684 -0.328  0.00
H 3.536 0.100 -0.811  0.00
C 2.445 1.983 3.541  0.00
C 3.490 3.107 3.271  0.00
O 2.801 4.162 2.574  0.00
S 1.483 3.562 1.980  0.00
O 1.739 2.759 0.824  0.00
O 0.362 4.469 1.912  0.00
O 1.179 2.589 3.129  0.00
H 2.331 1.615 4.589  0.00
H 2.541 1.069 2.994  0.00
H 4.215 2.793 2.520  0.00
H 4.030 3.453 4.123  0.00

***

ORCA calculation (ωB97M-V with the def2-TZVPD basis set) on a cluster of 7 separate species, C30H66BNO11S in total.

As for the HOMO energy: -9.81 eV. The calculation puts the HOMO-LUMO gap at 0.3743 Eh. Its SMILES is CCC[C@H]1OS(=O)(=O)O[C@]1(B(O)CC)c1ccncc1.CC(C)O.CC(C)O.CC(C)O.CC(C)O.CC(C)O.CC(C)O. The multiplicity is 1. Its net charge is 0.

Last column: Mulliken charge in e.
Positions of all 110 atoms, in Å:
C 0.851 0.476 0.105  -0.37
C 1.324 1.460 -0.969  -0.55
C 0.211 2.443 -1.371  -0.30
C 0.183 2.948 -2.811  -0.26
O 1.350 3.677 -3.181  -0.52
S 2.412 2.773 -3.965  1.23
O 2.752 3.464 -5.162  -0.61
O 3.445 2.360 -3.079  -0.60
O 1.452 1.573 -4.261  -0.32
C 0.010 1.860 -3.905  1.97
B -0.602 0.469 -3.351  -0.34
O 0.144 -0.679 -3.474  -0.73
C -2.033 0.447 -2.702  0.32
C -2.931 -0.697 -3.243  -1.22
C -0.642 2.344 -5.183  0.33
C -0.356 3.570 -5.774  -0.59
C -0.991 3.912 -6.953  -0.78
N -1.876 3.137 -7.576  -0.66
C -2.152 1.974 -6.999  -0.64
C -1.574 1.540 -5.818  -0.47
H 0.416 0.993 0.964  0.00
H 0.108 -0.224 -0.297  -0.01
H 1.689 -0.118 0.475  0.16
H 1.647 0.875 -1.836  0.41
H 2.209 2.001 -0.634  0.37
H 0.302 3.349 -0.760  0.58
H -0.771 2.031 -1.132  0.19
H -0.690 3.605 -2.872  0.57
H 0.564 -0.959 -2.653  0.32
H -2.521 1.420 -2.822  0.31
H -1.923 0.296 -1.622  0.07
H -3.975 -0.381 -3.204  0.40
H -2.833 -1.553 -2.579  0.09
H -2.688 -0.986 -4.265  0.30
H 0.357 4.263 -5.344  0.36
H -0.764 4.865 -7.422  0.40
H -2.877 1.332 -7.493  0.50
H -1.866 0.576 -5.423  0.07
C -2.633 -4.878 0.226  -1.47
C -2.530 -3.378 0.003  0.76
C -2.382 -2.623 1.315  -0.95
O -3.656 -2.896 -0.729  -0.53
H -3.515 -5.110 0.829  0.37
H -2.730 -5.399 -0.726  0.37
H -1.754 -5.263 0.746  0.28
H -1.671 -3.164 -0.636  0.18
H -3.258 -2.789 1.948  0.43
H -2.302 -1.551 1.128  -0.07
H -1.496 -2.948 1.863  0.35
H -4.449 -3.062 -0.207  0.31
C -1.001 3.181 2.159  -1.09
C -2.429 3.187 1.639  0.46
C -3.448 3.212 2.766  -1.46
O -2.649 2.060 0.785  -0.37
H -0.819 2.287 2.764  0.31
H -0.299 3.168 1.329  0.05
H -0.787 4.055 2.777  0.47
H -2.577 4.057 0.997  0.31
H -3.340 2.321 3.391  0.36
H -4.462 3.219 2.365  0.34
H -3.317 4.090 3.399  0.39
H -2.531 1.264 1.316  0.23
C 5.074 -0.960 2.780  -1.24
C 3.841 -1.788 2.457  0.69
C 4.022 -3.243 2.857  -1.32
O 3.515 -1.688 1.069  -0.50
H 5.938 -1.338 2.227  0.34
H 4.924 0.081 2.489  0.33
H 5.313 -0.994 3.844  0.22
H 2.977 -1.373 2.980  0.19
H 4.857 -3.687 2.308  0.35
H 3.131 -3.826 2.624  0.28
H 4.230 -3.338 3.923  0.34
H 4.255 -2.045 0.566  0.29
C 7.471 1.592 6.357  -1.29
C 6.278 0.704 6.674  0.55
C 5.937 0.726 8.156  -1.37
O 6.515 -0.632 6.232  -0.53
H 8.357 1.240 6.894  0.33
H 7.693 1.567 5.291  0.32
H 7.285 2.626 6.650  0.37
H 5.414 1.040 6.098  0.27
H 6.780 0.350 8.743  0.35
H 5.076 0.089 8.360  0.33
H 5.710 1.737 8.496  0.37
H 7.275 -0.975 6.714  0.32
C -7.072 4.260 -6.831  -1.26
C -6.654 2.942 -6.198  0.33
C -5.742 3.160 -5.001  -0.99
O -6.019 2.104 -7.162  -0.55
H -6.191 4.800 -7.190  0.32
H -7.727 4.082 -7.684  0.32
H -7.595 4.896 -6.116  0.38
H -7.543 2.393 -5.883  0.30
H -4.825 3.666 -5.318  0.23
H -5.459 2.206 -4.555  0.15
H -6.224 3.773 -4.237  0.42
H -5.226 2.564 -7.463  0.35
C 1.989 -6.931 5.828  -1.43
C 1.668 -6.212 4.527  0.63
C 0.295 -6.593 3.996  -1.29
O 2.674 -6.466 3.549  -0.53
H 1.998 -8.013 5.668  0.35
H 2.973 -6.638 6.193  0.35
H 1.250 -6.707 6.598  0.37
H 1.706 -5.133 4.691  0.26
H 0.256 -7.665 3.785  0.36
H 0.083 -6.060 3.069  0.25
H -0.489 -6.360 4.719  0.38
H 2.682 -7.412 3.368  0.32